(1)
{"formula": "C23H45BrN2O5", "method": "ωB97M-V/def2-TZVPD", "elements": ["Br", "O", "O", "O", "O", "O", "N", "N", "C", "C", "C", "C", "C", "C", "C", "C", "C", "C", "C", "C", "C", "C", "C", "C", "C", "C", "C", "C", "C", "C", "C", "H", "H", "H", "H", "H", "H", "H", "H", "H", "H", "H", "H", "H", "H", "H", "H", "H", "H", "H", "H", "H", "H", "H", "H", "H", "H", "H", "H", "H", "H", "H", "H", "H", "H", "H", "H", "H", "H", "H", "H", "H", "H", "H", "H", "H"], "positions_angstrom": [[-0.251, 4.304, 4.011], [-3.660, 0.602, 3.886], [1.704, 0.290, 6.993], [1.726, 1.487, -3.501], [-2.417, 2.614, 3.157], [-3.426, -4.963, -3.454], [2.244, 3.341, -5.628], [-2.032, -2.662, -2.464], [-1.064, 3.022, 2.716], [-0.548, -0.342, 6.070], [-2.601, 1.231, 3.598], [0.975, -0.793, 6.350], [-3.726, -4.462, -2.153], [2.861, 1.934, 0.183], [-1.453, -4.491, -0.959], [2.979, 1.450, -4.181], [-1.710, 4.739, 0.430], [-2.588, -3.636, -1.515], [2.320, 1.125, -6.640], [-0.371, 1.586, 2.456], [-1.019, -0.547, 0.878], [-1.421, 3.978, 1.476], [0.852, 0.416, -3.821], [2.173, 1.491, 3.443], [1.768, 2.676, 1.166], [-0.669, 1.048, 5.198], [1.208, 1.480, 2.147], [-1.022, 1.059, 1.049], [2.947, 2.051, -5.602], [-1.036, 0.740, 3.650], [-2.685, -6.173, -3.463], [-1.785, -3.173, -3.312], [-4.587, -3.799, -2.287], [0.239, 1.733, 5.363], [-0.468, 1.485, 0.113], [0.240, 0.676, -4.686], [3.527, 2.681, -0.381], [2.311, 3.512, 1.762], [-2.780, -2.039, -2.767], [-1.019, -0.103, 7.111], [-4.058, -5.271, -1.491], [2.718, 0.110, -6.550], [1.434, -1.115, 5.325], [0.179, 0.265, -2.974], [1.394, -0.518, -4.002], [3.436, 1.124, 0.770], [-2.957, -6.829, -2.630], [1.433, 0.479, 1.587], [3.290, 1.319, 3.159], [-2.129, 1.398, 0.910], [3.658, 2.060, -3.574], [1.334, 3.198, -5.187], [0.955, 3.079, 0.453], [-3.019, -3.085, -0.671], [2.556, 0.474, 6.528], [2.544, 1.480, -7.651], [-1.573, 1.607, 5.685], [-1.234, -0.787, -0.233], [3.985, 2.222, -5.909], [0.980, -1.769, 6.991], [-1.614, -5.957, -3.444], [2.718, 3.983, -4.994], [-1.052, -0.408, 3.618], [1.904, 0.714, 4.246], [1.232, 1.074, -6.555], [2.245, 1.358, -0.626], [-1.844, -5.322, -0.364], [-1.150, -1.210, 5.618], [-0.815, -4.904, -1.744], [3.393, 0.435, -4.181], [-2.264, 5.375, -0.350], [-0.017, -1.058, 1.136], [2.131, 2.574, 3.879], [-1.822, -1.078, 1.535], [-0.809, -3.891, -0.308], [-2.899, -6.694, -4.398]], "mulliken_charge": [-0.10, -0.61, -0.54, -0.27, -0.38, -0.38, -0.75, -0.55, 0.64, -0.68, 0.27, -0.44, -0.86, -0.89, -1.33, -0.77, -0.63, 0.47, -1.40, 1.27, -0.88, -0.51, -0.61, -0.67, -0.31, -0.57, -0.22, -0.74, 0.36, -0.25, -0.63, 0.28, 0.37, 0.38, 0.31, 0.26, 0.37, 0.34, 0.28, 0.34, 0.43, 0.34, 0.23, 0.11, 0.32, 0.26, 0.29, 0.29, 0.40, 0.44, 0.32, 0.33, 0.17, 0.30, 0.33, 0.35, 0.42, 0.16, 0.42, 0.32, 0.22, 0.27, 0.27, -0.35, 0.28, 0.10, 0.37, 0.35, 0.28, 0.44, 0.39, 0.23, 0.24, 0.23, 0.24, 0.26], "charge": 0, "smiles": "C#C[C@@]1(Br)OC(=O)[C@H](CCCO)[C@]1(CC)[C@H](C)CC.COC[C@@H](C)N.COC[C@@H](C)N", "lumo_energy_ev": 0.45, "e_homo_ev": -9.3}

***

(2)
{"formula": "C23H45INO28PS7", "method": "ωB97M-V/def2-TZVPD", "elements": ["I", "S", "S", "S", "S", "S", "S", "S", "P", "O", "O", "O", "O", "O", "O", "O", "O", "O", "O", "O", "O", "O", "O", "O", "O", "O", "O", "O", "O", "O", "O", "O", "O", "O", "O", "O", "O", "N", "C", "C", "C", "C", "C", "C", "C", "C", "C", "C", "C", "C", "C", "C", "C", "C", "C", "C", "C", "C", "C", "C", "C", "H", "H", "H", "H", "H", "H", "H", "H", "H", "H", "H", "H", "H", "H", "H", "H", "H", "H", "H", "H", "H", "H", "H", "H", "H", "H", "H", "H", "H", "H", "H", "H", "H", "H", "H", "H", "H", "H", "H", "H", "H", "H", "H", "H", "H"], "positions_angstrom": [[-3.240, 0.042, 2.087], [-0.354, -8.380, -3.193], [-7.786, -0.214, 6.164], [-1.324, -4.707, -8.320], [-0.612, -1.881, 1.690], [3.563, -2.074, -5.105], [6.035, 3.177, 3.491], [-4.937, 3.205, 6.303], [2.295, 2.105, -1.319], [3.679, -1.899, -3.531], [-0.036, 2.934, 3.402], [-5.917, 4.225, 6.175], [-5.182, 2.045, 7.072], [-4.459, 2.742, 4.847], [6.354, 2.681, 4.777], [-3.560, 3.891, 6.748], [7.135, 4.252, 3.072], [0.831, -9.114, -2.931], [-0.980, -7.616, -2.174], [2.456, -1.305, -5.562], [-2.037, -5.836, -7.826], [4.921, -1.350, -5.498], [-8.696, 0.953, 6.768], [-6.521, 0.311, 5.808], [3.660, -3.450, -5.446], [3.305, 2.692, -2.219], [-1.416, -9.366, -3.861], [-1.045, -3.694, -7.126], [-0.137, -7.435, -4.461], [4.799, 4.185, 3.580], [5.792, 2.294, 2.405], [1.537, 3.137, -0.383], [-8.636, -0.441, 4.823], [-7.908, -1.349, 7.004], [-1.807, -3.978, -9.434], [0.186, -5.156, -8.565], [2.926, 0.970, -0.385], [-0.796, 2.124, 1.353], [1.090, -4.321, -7.814], [1.039, 5.354, 0.327], [-0.412, 2.025, 2.713], [-0.907, 0.582, -0.655], [-9.553, 1.485, 5.753], [0.999, 1.285, -2.272], [-3.183, 3.306, 4.534], [-9.869, 0.288, 4.879], [-0.497, 0.541, 3.126], [-1.082, -0.147, 1.875], [3.246, 1.298, 0.994], [-0.769, -7.997, -5.625], [3.547, -0.002, 1.734], [0.257, 0.143, -1.559], [-0.512, 0.790, 0.798], [2.149, 4.404, -0.085], [5.249, 5.545, 3.490], [6.498, 5.462, 2.635], [-2.500, 3.472, 5.874], [4.984, -1.411, -3.174], [-1.936, -8.782, -5.068], [5.411, -0.592, -4.373], [0.282, -3.906, -6.606], [1.981, -4.882, -7.552], [4.931, 0.388, -4.380], [1.365, -3.464, -8.431], [2.408, 1.801, 1.477], [0.945, -0.456, -0.958], [-2.641, 2.641, 3.872], [0.236, -4.703, -5.860], [-1.416, 1.470, -1.037], [4.919, -0.813, -2.269], [3.170, 0.061, 2.758], [2.849, 4.288, 0.748], [-3.338, 4.270, 4.042], [0.270, 2.083, -2.450], [-2.772, -8.130, -4.807], [-1.077, -7.201, -6.294], [0.451, 4.948, 1.149], [-2.100, 2.525, 6.242], [-10.631, -0.350, 5.331], [6.257, 5.365, 1.575], [0.358, 5.458, -0.523], [-10.436, 1.920, 6.212], [1.430, 6.350, 0.531], [1.427, 0.989, -3.228], [6.487, -0.473, -4.448], [-0.051, -8.648, -6.128], [-1.648, -0.223, -0.683], [5.470, 5.905, 4.496], [0.648, -2.995, -6.143], [-10.174, 0.566, 3.874], [2.670, 4.801, -0.955], [4.470, 6.158, 3.045], [7.171, 6.302, 2.781], [-1.711, 4.217, 5.858], [4.145, 1.907, 0.995], [4.615, -0.195, 1.805], [0.572, 0.689, 0.949], [-1.049, 0.405, 4.051], [-2.278, -9.567, -5.736], [-9.007, 2.256, 5.205], [-1.750, 2.440, 1.220], [0.548, 0.226, 3.237], [5.640, -2.267, -3.007], [-1.657, -2.433, 2.310], [3.038, -0.843, 1.262], [-0.139, -0.536, -2.316]], "mulliken_charge": [0.22, 1.07, 1.02, 1.06, -0.16, 1.30, 1.05, 1.13, 0.86, -0.28, -0.62, -0.60, -0.48, -0.24, -0.57, -0.37, -0.32, -0.55, -0.53, -0.58, -0.58, -0.34, -0.32, -0.36, -0.62, -0.93, -0.32, -0.33, -0.23, -0.24, -0.49, -0.11, -0.31, -0.57, -0.55, -0.33, -0.18, 0.01, -0.31, -1.16, 0.20, -1.37, -0.29, -0.91, 0.46, -0.31, -0.55, 0.39, 0.19, 0.22, -1.68, -0.65, 0.67, 0.03, -0.32, -0.34, -0.34, -0.14, -0.38, -0.37, 0.02, 0.30, 0.31, 0.33, 0.02, 0.30, -0.51, 0.12, 0.45, 0.11, 0.33, 0.02, 0.28, 0.43, 0.32, -0.13, 0.15, 0.33, 0.29, 0.27, 0.32, 0.32, 0.43, 0.37, 0.31, 0.25, 0.35, 0.30, 0.22, 0.30, 0.39, 0.31, 0.32, 0.31, 0.58, 0.35, -0.74, 0.38, 0.32, 0.24, 0.46, 0.18, 0.31, 0.19, 0.38, 0.42], "charge": 0, "lumo_energy_ev": -0.09, "e_homo_ev": -9.7}

***

Question: Number 1 is which compound?
Answer: C23H45BrN2O5